ORCA calculation (wB97M-V/def2-TZVPD) on a single C6H7BrS molecule in a non-equilibrium geometry.

Structure (XYZ):
```
15
Properties=species:S:1:pos:R:3:forces:R:3:lowdin_charge:R:1
C 0.7742 0.0817 1.5252 1.01 1.18 1.24 -0.190
C 1.4186 1.0870 0.9432 0.86 1.43 -2.63 -0.447
C 0.2690 -1.0890 0.7877 -3.16 1.73 -0.71 -0.173
C -1.4620 0.4656 -0.6963 0.03 0.94 -0.10 -0.154
C -0.6473 -0.8121 -0.4433 1.83 0.05 -1.70 -0.284
C -0.1799 0.2305 -1.4570 1.03 0.45 1.07 -0.949
S 1.5850 1.3446 -0.8566 -3.21 -2.41 -0.22 0.772
Br -0.2643 -0.0755 -3.3227 0.27 -0.02 -0.03 0.682
H 0.7393 0.1320 2.6291 -0.14 -0.33 -0.65 0.113
H 1.9918 2.0110 1.2002 -0.89 -1.16 1.47 0.051
H 1.0039 -1.7834 0.5768 1.74 -1.27 -0.89 0.099
H -0.4814 -1.6088 1.3066 -0.52 -0.87 1.88 0.092
H -2.4839 0.4376 -1.1928 1.65 -0.17 0.46 0.123
H -1.3247 1.3842 -0.0755 -0.37 -1.24 0.15 0.112
H -0.9381 -1.8057 -0.9245 -0.10 1.67 0.66 0.153
```
Positions in Å, forces in eV/Å.

Calculated values
- Maximum force: 4.019 eV Å⁻¹
- Net charge: 0
- LUMO energy: 0.01040 Ha
- Calculated total energy: -3204.90939 Ha
- Gap between HOMO and LUMO: 8.8 eV
- HOMO: -8.6 eV

ORCA calculation (wB97M-V/def2-TZVPD) on 2 unconnected molecules or ions with the total composition C6H7BrSi in a non-equilibrium geometry.

Structure (XYZ):
```
15
Properties=species:S:1:pos:R:3:forces:R:3:lowdin_charge:R:1
C -1.9468 -1.1047 -0.0059 -0.07 -0.01 0.01 -0.082
C -1.9389 0.2774 0.1006 -0.09 -0.03 -0.02 -0.084
C -0.7536 -1.7982 -0.1102 -0.04 -0.05 0.01 -0.083
C -0.7387 0.9617 0.0841 0.11 0.13 0.02 -0.125
C 0.4473 -1.1129 -0.1049 0.16 0.08 -0.03 -0.127
C 0.4707 0.2776 -0.0181 0.29 0.12 -0.10 -0.408
Si 2.0588 1.2520 -0.1223 0.12 1.97 2.91 0.226
Br 3.8116 -0.0537 0.1896 0.06 -0.11 -0.04 0.278
H -2.8846 -1.6403 -0.0068 -0.08 -0.04 0.01 0.103
H -2.8678 0.8187 0.1955 -0.09 0.06 -0.01 0.104
H -0.7521 -2.8741 -0.1962 -0.03 -0.11 0.01 0.104
H -0.7350 2.0404 0.1574 -0.06 0.12 0.04 0.096
H 1.3715 -1.6668 -0.1741 0.12 -0.04 -0.01 0.067
H 2.1844 2.6382 1.3675 -0.34 -2.26 -2.47 0.017
H 2.2733 1.9845 -1.3562 -0.06 0.17 -0.34 -0.087
```
Positions in Å, forces in eV/Å.

Calculated values
- Maximum force: 3.520 eV Å⁻¹
- Net charge: 0
- LUMO energy: 0.01651 Ha
- Calculated total energy: -3096.32714 Ha
- Gap between HOMO and LUMO: 10.0 eV
- HOMO: -9.5 eV

ORCA calculation (wB97M-V/def2-TZVPD) on a molecular structure, C6H7CaNO3S.

Structure (XYZ):
```
19
Properties=species:S:1:pos:R:3:forces:R:3:lowdin_charge:R:1
C 3.0226 0.5039 0.6939 0.00 0.13 0.28 -0.037
O 1.8618 -0.3012 0.2867 0.34 0.07 -0.33 -0.366
S 1.8719 -0.7725 -1.2263 -0.27 0.00 0.26 1.070
O 1.3955 -2.1223 -1.1953 -0.12 -0.37 -0.17 -0.358
O 0.4037 0.1104 -1.7230 0.14 0.32 0.19 -0.209
C -0.5442 0.1779 -0.7835 -0.10 -0.22 0.18 -0.378
C -1.1861 -0.9888 -0.3141 0.00 0.81 -0.01 -0.228
C -2.1655 -0.8376 0.6840 0.06 -0.86 0.02 -0.242
N -2.5430 0.2955 1.2252 -0.06 0.44 -0.26 0.113
C -1.9313 1.4083 0.7745 0.30 -0.56 -0.30 -0.032
C -0.9468 1.3844 -0.2106 -0.09 0.19 -0.01 0.069
H 2.6572 1.4440 1.0839 -0.10 0.16 -0.11 0.097
H 3.6926 0.6573 -0.1448 0.07 0.09 -0.11 0.086
H 3.5344 -0.0284 1.4838 0.01 -0.24 0.03 0.103
H -0.8612 -1.9648 -0.6870 0.60 -0.14 0.45 0.083
H -2.6489 -1.7484 1.0578 -0.07 0.03 0.29 0.129
H -2.2329 2.3458 1.2140 -0.08 0.09 0.13 0.137
H -0.4835 2.3032 -0.5361 0.08 0.09 -0.04 0.145
Ca -2.8962 -1.8669 -1.6832 -0.69 -0.03 -0.49 1.818
```
Positions in Å, forces in eV/Å.

Calculated values
- Maximum force: 0.858 eV Å⁻¹
- Net charge: +2
- LUMO energy: -0.35920 Ha
- Calculated total energy: -1588.42840 Ha
- Gap between HOMO and LUMO: 7.5 eV
- HOMO: -17.3 eV

ORCA calculation (wB97M-V/def2-TZVPD) on a molecular structure, C6H7Cl in a non-equilibrium geometry.

Structure (XYZ):
```
14
Properties=species:S:1:pos:R:3:forces:R:3:lowdin_charge:R:1
C 0.0926 -0.1751 1.7365 0.75 0.25 -1.11 0.011
C -1.0404 0.1169 1.0836 0.97 -0.60 1.24 -0.054
C 0.8934 -0.3428 0.4854 -1.21 0.48 0.81 -0.300
C 2.1398 -0.4739 0.0941 -4.15 0.33 -1.36 0.099
C -0.4258 -0.1558 -0.2373 -2.12 -1.28 -2.76 -0.655
C -0.8961 0.7475 -1.3881 1.09 1.19 -0.53 -0.118
Cl -0.9366 -1.9278 -0.9010 0.27 0.87 0.57 0.469
H 0.3914 -0.2268 2.7448 0.13 0.05 1.11 0.096
H -1.9571 0.4486 1.5139 -0.80 0.01 -0.42 0.111
H 2.1721 -0.5455 -0.9415 1.30 -0.15 -1.67 0.063
H 2.8148 -0.5213 0.8110 3.70 -0.36 2.52 0.024
H -0.4238 0.6742 -2.4399 0.00 0.19 2.09 0.105
H -0.8861 1.7658 -0.9170 0.47 -0.40 -0.99 0.092
H -1.9379 0.6161 -1.6446 -0.41 -0.59 0.51 0.056
```
Positions in Å, forces in eV/Å.

Calculated values
- Maximum force: 4.493 eV Å⁻¹
- Net charge: 0
- LUMO energy: 0.02856 Ha
- Calculated total energy: -692.90428 Ha
- Gap between HOMO and LUMO: 10.0 eV
- HOMO: -9.3 eV

ORCA calculation (wB97M-V/def2-TZVPD) on a gas-phase ion, C6H7Cl2NP (charge +1) in a non-equilibrium geometry.

Structure (XYZ):
```
17
Properties=species:S:1:pos:R:3:forces:R:3:lowdin_charge:R:1
C -0.0881 -1.8874 0.0413 -0.39 5.43 -1.76 0.041
C -0.9195 -1.7225 -1.0499 -0.22 -4.55 1.03 -0.040
C 0.4827 -0.6917 0.6132 -1.14 0.97 -0.19 0.003
C -1.3038 -0.5181 -1.5469 -1.40 0.65 -1.79 -0.176
C 0.1641 0.5671 0.1651 -1.59 -0.52 -3.75 -0.124
C 0.7645 1.8600 0.5866 1.09 0.30 -0.46 -0.083
N -0.8578 0.6545 -1.2083 3.25 0.28 5.29 -0.196
P -1.2482 2.3957 -1.6234 -0.03 -0.61 -0.57 0.273
Cl -2.7544 2.7639 -0.2901 0.12 -0.36 -0.45 0.247
Cl -2.0973 1.9700 -3.4199 -0.23 0.11 0.34 0.273
H 0.2253 -2.7503 0.4258 0.77 -3.64 1.31 0.082
H -1.4237 -2.6883 -1.4786 1.06 2.15 0.67 0.170
H 1.0966 -0.6714 1.5222 -0.10 -0.44 -0.47 0.141
H -2.0597 -0.6087 -2.3215 0.02 0.65 -0.17 0.117
H 0.1156 2.7337 0.2798 1.20 -0.86 0.73 0.021
H 0.8834 1.7879 1.6754 -0.22 0.40 -0.16 0.100
H 1.8657 1.9448 0.1875 -2.19 0.04 0.40 0.150
```
Positions in Å, forces in eV/Å.

Calculated values
- Maximum force: 6.217 eV Å⁻¹
- Net charge: +1
- LUMO energy: -0.19285 Ha
- Calculated total energy: -1549.06477 Ha
- Gap between HOMO and LUMO: 8.8 eV
- HOMO: -14.1 eV

ORCA calculation (wB97M-V/def2-TZVPD) on a single C6H7ClN2O3 molecule in a non-equilibrium geometry.

Structure (XYZ):
```
19
Properties=species:S:1:pos:R:3:forces:R:3:lowdin_charge:R:1
C -0.1624 1.4710 0.1005 0.50 2.60 -0.27 -0.191
C 1.2215 1.3339 -0.4316 -1.56 -1.75 0.68 0.029
C -1.0136 -0.7465 -0.9273 -0.66 1.41 2.02 -0.120
C -1.2424 0.4672 -0.0791 -0.99 -0.60 1.23 -0.678
C -0.6840 0.7778 1.3422 -0.98 -0.06 0.10 -0.278
C -1.3405 -1.9766 -0.6914 0.03 0.60 -0.29 -0.187
N -1.5028 -3.1652 -0.5989 -1.79 -1.97 -0.92 0.152
N 1.9089 0.2378 -0.3829 -0.05 1.94 1.27 -0.331
O 1.5445 -0.8626 -0.0340 -0.51 -2.41 0.37 -0.006
O 3.2729 0.3964 -0.4589 1.73 -1.11 0.38 0.057
O 0.0123 -0.0929 2.1542 -0.51 0.89 0.70 0.023
Cl -2.9006 1.1247 -0.3105 0.07 0.17 -0.13 0.635
H -0.4693 2.5886 0.1136 0.45 -2.07 -0.39 0.169
H 1.7466 2.1780 -0.6447 1.44 2.08 -0.62 0.103
H -0.6709 -0.5065 -1.8734 0.98 0.10 -1.82 0.104
H -1.3181 1.4412 2.0102 0.66 -0.96 -1.23 0.162
H -2.4034 -3.4981 -1.0858 1.48 0.53 1.26 0.122
H 3.6124 -0.3642 0.1332 -0.89 1.44 -1.38 0.173
H 0.3891 -0.8038 1.6648 0.60 -0.83 -0.96 0.060
```
Positions in Å, forces in eV/Å.

Calculated values
- Maximum force: 2.815 eV Å⁻¹
- Net charge: 0
- LUMO energy: 0.01371 Ha
- Calculated total energy: -1028.02941 Ha
- Gap between HOMO and LUMO: 9.1 eV
- HOMO: -8.7 eV

ORCA calculation (wB97M-V/def2-TZVPD) on a single C6H7ClS molecule in a non-equilibrium geometry.

Structure (XYZ):
```
15
Properties=species:S:1:pos:R:3:forces:R:3:lowdin_charge:R:1
C -1.2625 -0.7609 0.8178 1.58 -1.81 1.85 -0.583
C 0.1554 -0.6756 0.3542 -3.48 4.38 -0.79 -0.478
C 1.0336 -1.5475 0.5179 3.23 -5.75 1.94 -0.087
C 2.2919 -1.2043 -0.2076 2.33 -2.45 1.60 -0.077
C 2.1989 0.0538 -0.6101 1.54 1.96 -1.43 -0.128
C 0.7771 0.4806 -0.3795 -1.48 -0.02 -3.47 -0.682
H -2.3522 0.8761 -0.1926 -0.23 -1.67 -1.15 -0.082
H -1.3213 -1.7453 1.4673 -0.49 1.52 -1.87 0.125
H -1.4701 -0.0155 1.5620 -0.21 0.56 0.17 0.046
H 0.6943 -2.3949 1.2155 1.50 0.62 -1.48 0.145
H 3.2358 -1.9308 -0.2318 -2.31 1.83 -0.31 0.147
H 2.9170 0.6458 -1.3212 -1.42 -1.24 1.76 0.147
H 0.4677 0.5507 -1.5368 -0.05 -0.22 2.49 0.155
S -2.2717 -0.4844 -0.6197 -1.27 1.80 0.59 0.716
Cl 0.1771 1.9816 0.3527 0.76 0.50 0.08 0.636
```
Positions in Å, forces in eV/Å.

Calculated values
- Maximum force: 6.878 eV Å⁻¹
- Net charge: 0
- LUMO energy: 0.02245 Ha
- Calculated total energy: -1091.10284 Ha
- Gap between HOMO and LUMO: 9.5 eV
- HOMO: -8.9 eV

ORCA calculation (wB97M-V/def2-TZVPD) on a molecular structure, C6H7CuLiO4 in a non-equilibrium geometry.

Structure (XYZ):
```
19
Properties=species:S:1:pos:R:3:forces:R:3:lowdin_charge:R:1
C 0.9492 -1.2938 -0.1005 -0.54 0.45 -0.33 0.101
C -0.0207 -0.4238 -0.3668 0.95 -0.35 0.17 -0.219
C -1.4640 -0.6085 -0.6305 -0.24 0.49 -0.23 -0.136
C -2.3324 -0.3592 0.6312 -0.47 -1.29 -0.66 -0.380
O -3.6498 -0.5311 0.4048 1.10 0.23 0.17 -0.273
Li -4.8511 -1.1907 -0.6113 -0.16 0.07 0.12 0.826
H -1.6270 -1.6448 -0.9563 0.19 0.26 0.16 0.136
H -1.7933 0.0716 -1.4312 0.03 -0.17 0.17 0.131
H -2.1113 0.6891 0.9988 0.17 0.69 0.10 0.061
H -1.9278 -1.0086 1.4394 -0.28 0.38 0.08 0.147
C 1.5712 1.2460 -0.9710 0.98 -1.11 0.06 -0.095
O 2.6294 0.4121 -0.2602 -0.56 0.99 -0.82 0.107
C 2.2099 -0.7350 0.1831 -0.58 0.44 0.53 -0.396
O 3.0575 -1.2708 1.0151 0.04 0.19 -0.21 0.204
H 1.9214 2.2789 -0.9054 -0.04 -0.32 0.17 0.150
H 1.5458 0.8693 -2.0038 0.09 0.11 0.32 0.163
H 2.7168 -2.1229 1.3247 -0.13 -0.12 -0.10 0.150
O 0.3395 1.0789 -0.3685 -0.17 -0.77 0.07 -0.298
Cu -0.7004 2.4551 0.6095 -0.39 -0.18 0.25 0.623
```
Positions in Å, forces in eV/Å.

Calculated values
- Maximum force: 1.523 eV Å⁻¹
- Net charge: +1
- LUMO energy (alpha / beta): -0.13511 / -0.27136 Ha
- Calculated total energy: -2181.34161 Ha
- 2S+1: 3
- Gap between HOMO and LUMO (alpha / beta): 7.0 / 4.7 eV
- HOMO (alpha / beta): -10.7 / -12.1 eV

ORCA calculation (wB97M-V/def2-TZVPD) on a single C6H7F molecule in a non-equilibrium geometry.

Structure (XYZ):
```
14
Properties=species:S:1:pos:R:3:forces:R:3:lowdin_charge:R:1
C 0.4828 -1.3820 0.1655 0.58 -4.97 -3.16 -0.216
C -0.0941 -0.3573 0.8920 -0.97 0.87 9.04 -0.385
C 0.5233 0.8848 0.6265 3.97 7.02 1.30 -0.199
C -0.1877 1.4437 -0.6496 2.24 0.02 -1.25 -0.035
C -0.7651 0.3195 -1.1584 -3.07 2.41 -2.08 -0.114
C -0.8990 -0.7172 -0.1950 -3.23 -4.38 -0.15 -0.208
H 0.5855 -2.5388 0.0702 -0.63 2.24 1.41 0.187
H -0.3694 -0.2976 2.0271 0.04 -1.27 -2.17 0.186
H 1.6466 0.8138 0.2760 -2.18 0.28 1.16 0.146
H 0.6175 1.6029 1.7173 -0.61 -1.66 -3.52 0.176
H 0.2862 2.3919 -1.2419 -1.70 -2.45 1.52 0.148
H -1.4451 0.1329 -2.0435 1.46 0.95 0.47 0.127
H -1.9279 -1.3892 0.0471 3.07 1.87 -1.19 0.211
F 1.5464 -0.9072 -0.5333 1.03 -0.93 -1.37 -0.024
```
Positions in Å, forces in eV/Å.

Calculated values
- Maximum force: 9.137 eV Å⁻¹
- Net charge: 0
- LUMO energy: 0.03335 Ha
- Calculated total energy: -332.49663 Ha
- Gap between HOMO and LUMO: 9.4 eV
- HOMO: -8.5 eV

ORCA calculation (wB97M-V/def2-TZVPD) on 2 unconnected molecules or ions with the total composition C6H7F2NO3 in a non-equilibrium geometry.

Structure (XYZ):
```
19
Properties=species:S:1:pos:R:3:forces:R:3:lowdin_charge:R:1
C -0.8521 -0.7424 1.7528 -0.98 -0.53 -0.33 -0.257
C 1.6617 1.3862 0.7182 -1.60 -0.25 1.87 -0.091
C 2.1107 -0.0053 0.3422 0.89 -1.38 -0.02 -0.055
C 0.2885 0.5127 -0.7419 -1.09 -0.31 -2.33 -0.393
C -1.2425 -0.7993 -2.0233 -0.88 -3.32 -3.07 -0.054
C -2.0119 -0.1301 1.3395 1.67 -3.11 -1.02 -0.461
N 0.1029 -1.4256 1.8580 0.46 0.14 0.55 0.079
O 0.7340 1.6975 -0.3131 -1.77 -1.10 -1.86 0.107
O 1.0784 -0.5030 -0.6013 -0.28 1.56 1.12 0.094
O -0.6734 0.4513 -1.6601 1.09 0.69 1.50 0.050
F -3.2310 -0.7469 1.4275 0.32 0.52 0.29 0.024
F -2.0597 1.1629 1.2822 -0.95 3.22 0.38 0.069
H 0.9618 1.3720 1.6021 1.32 -0.19 -0.29 0.147
H 2.3905 2.1775 0.8344 0.22 -0.12 -0.32 0.141
H 3.0346 -0.0438 -0.2612 -0.25 -0.03 0.65 0.146
H 2.0170 -0.7117 1.1855 0.56 0.34 -0.36 0.102
H -0.5649 -1.7255 -2.1777 -0.25 1.93 1.03 0.124
H -1.6229 -0.7452 -3.1221 0.55 0.80 1.95 0.122
H -2.1217 -1.1813 -1.4416 1.00 1.15 0.25 0.106
```
Positions in Å, forces in eV/Å.

Calculated values
- Maximum force: 4.608 eV Å⁻¹
- Net charge: 0
- LUMO energy (alpha / beta): -0.00282 / -0.00231 Ha
- Calculated total energy: -712.83020 Ha
- Gap between HOMO and LUMO (alpha / beta): 5.8 / 5.9 eV
- HOMO (alpha / beta): -5.9 / -5.9 eV

ORCA calculation (wB97M-V/def2-TZVPD) on 2 unconnected molecules or ions with the total composition C6H7F3N2 in a non-equilibrium geometry.

Structure (XYZ):
```
18
Properties=species:S:1:pos:R:3:forces:R:3:lowdin_charge:R:1
C 1.6520 -0.5575 -1.1960 0.16 -0.40 0.28 -0.153
C -2.0835 -0.2216 -0.9287 1.05 -2.35 2.28 -0.179
C -0.9046 -0.9146 -1.6555 0.25 -1.39 -1.59 -0.132
C -1.4324 1.0518 -0.3333 -1.53 -0.43 -2.68 -0.196
C 0.2907 -0.2009 -1.0454 -1.89 -0.17 -1.56 -0.353
C 2.0979 0.3975 2.5286 -1.11 -1.96 -1.44 -0.531
N 2.7216 -0.9455 -1.0974 0.86 -0.18 -0.24 0.183
N -0.0098 0.8723 -0.4961 0.62 2.00 2.70 0.106
F 1.5915 -0.8480 2.7345 -0.55 -0.20 -0.17 0.068
F 3.1899 0.4130 3.2150 1.80 0.95 1.18 0.156
F 1.2015 1.2507 3.0086 0.19 0.50 -0.16 0.124
H -2.9331 0.0187 -1.5235 -0.65 -0.21 -0.41 0.084
H -2.3582 -0.9790 -0.0304 0.19 1.84 -2.09 0.153
H -0.8559 -2.0045 -1.3753 -0.13 0.94 -0.82 0.119
H -0.8513 -0.7843 -2.8451 -0.22 -0.39 2.59 0.161
H -1.7519 1.8581 -1.0573 0.43 -0.15 1.32 0.133
H -1.8759 1.1389 0.6536 0.90 0.86 0.28 0.112
H 2.3118 0.4550 1.4438 -0.37 0.72 0.52 0.147
```
Positions in Å, forces in eV/Å.

Calculated values
- Maximum force: 3.439 eV Å⁻¹
- Net charge: 0
- LUMO energy: 0.00688 Ha
- Calculated total energy: -641.88939 Ha
- Gap between HOMO and LUMO: 10.9 eV
- HOMO: -10.7 eV

ORCA calculation (wB97M-V/def2-TZVPD) on 2 unconnected molecules or ions with the total composition C6H7FIN2 in a non-equilibrium geometry.

Structure (XYZ):
```
17
Properties=species:S:1:pos:R:3:forces:R:3:lowdin_charge:R:1
C -0.6137 0.0644 -0.4655 -0.55 2.16 1.40 0.035
C 0.2921 0.7331 0.2985 0.24 -1.43 -0.92 -0.166
C 1.5741 0.0002 0.0931 0.46 1.55 2.05 -0.194
C -0.5411 -1.9905 -1.7638 -0.96 -2.16 -2.90 0.140
C 2.7405 0.2894 0.6983 0.12 1.75 0.58 -0.023
C -0.0167 1.8363 1.2351 -0.50 -1.58 2.56 -0.018
N 1.2705 -1.0949 -0.6923 1.52 -0.30 -0.42 0.118
N -0.0173 -1.0738 -1.0494 -1.65 0.14 -0.01 -0.151
F 3.9550 -0.0908 0.4947 -0.33 -0.72 -0.28 0.090
I 4.0690 2.7850 2.6738 -0.95 -1.23 -1.03 0.219
H -1.6702 0.4354 -0.4766 0.99 -1.32 -0.73 0.174
H 0.1876 -2.7854 -2.1475 -1.30 1.15 0.70 0.137
H -1.6152 -1.9997 -2.2495 2.33 0.44 1.68 0.165
H -0.5648 1.2997 2.1525 1.30 1.09 -1.71 0.159
H -0.7689 2.5149 0.8868 -0.10 0.50 -0.50 0.082
H 0.8738 2.3271 1.6502 -0.38 -0.05 -0.35 0.042
H 1.7832 -1.9651 -0.6687 -0.26 0.00 -0.13 0.192
```
Positions in Å, forces in eV/Å.

Calculated values
- Maximum force: 3.739 eV Å⁻¹
- Net charge: +1
- LUMO energy (alpha / beta): -0.25322 / -0.25415 Ha
- Calculated total energy: -739.38793 Ha
- Gap between HOMO and LUMO (alpha / beta): 5.4 / 5.5 eV
- HOMO (alpha / beta): -12.3 / -12.4 eV

Q: Which of these has the highest calculated total energy?
A: C6H7F

Q: Which value of net charge does entry 3 give?
A: +2